[1]
The following is a DFT calculation (wB97M-V/def2-TZVPD) of C25H29N3O4S in the gas phase.

HOMO level: -0.2932 hartree
Kohn-Sham gap: 8.620 eV
charge: 0
total energy: -1833.4903 a.u.
2S+1: 1

XYZ file:
```
62
Properties=species:S:1:pos:R:3:forces:R:3:mulliken_charge:R:1
H 4.0638 -3.2562 3.1231 -0.1 0.1 -0.2 0.351
C -0.6807 1.9439 -0.5302 0.3 0.1 0.0 0.338
C 1.1344 -2.3970 2.0652 -0.3 0.0 0.0 0.690
C -2.7346 1.2862 -1.7710 -0.6 0.1 0.2 0.330
H 5.0414 -1.1102 2.3482 0.1 0.0 0.0 0.378
O 3.3001 3.0341 -0.0855 0.0 -0.2 -0.2 -0.477
C 1.9940 2.6558 -0.1393 -0.2 -0.1 -0.2 0.684
H 3.4277 -0.4778 1.9953 0.0 0.1 -0.1 0.085
H -4.6068 1.4940 -0.6694 -0.1 0.0 0.0 0.442
C 3.9922 -1.1600 2.6257 -0.3 -0.3 0.0 -0.618
H -4.7738 1.0187 -2.3806 0.1 0.0 0.1 0.539
H -2.5498 1.6633 0.2172 -0.1 -0.1 -0.2 0.228
C -5.4116 -1.8083 -3.7202 -0.2 0.1 0.0 -0.620
H -5.2363 -0.8964 -0.8337 0.2 0.0 0.1 0.497
H 3.6165 -2.9378 1.4340 0.0 0.0 0.1 0.406
C 0.1510 -1.5370 0.0460 -0.2 0.0 0.1 -0.385
H 6.3513 2.7372 1.4620 0.1 0.0 0.0 0.438
C -4.3459 -2.8207 -3.9980 0.0 0.0 0.1 -0.573
C -2.4124 -1.9422 -1.5799 0.0 -0.5 -0.4 0.054
H -6.0890 -2.0016 -2.9024 0.0 0.0 0.1 0.230
H 3.8834 -0.8439 3.6602 0.0 0.1 0.1 0.321
H 4.6131 4.3324 0.6702 -0.1 0.0 0.1 0.411
H -0.1132 1.5577 -2.5608 0.0 0.0 0.0 0.553
H 5.8870 1.3567 2.4597 0.1 -0.1 0.0 0.330
N -2.0454 1.6406 -0.6599 0.0 0.1 0.4 0.027
N -3.5916 -1.4588 -2.0257 0.0 0.0 0.3 0.185
C 1.0972 2.6841 0.9242 0.3 0.1 0.0 -0.356
C -4.2060 -0.5915 -1.0508 -0.3 0.3 0.1 0.127
O -2.2792 1.2235 -2.8927 0.2 0.0 -0.3 -0.644
H -0.2403 -3.0807 3.5442 0.0 -0.1 0.1 0.422
H 1.4074 2.9849 1.9124 0.1 0.0 0.1 0.382
O -3.4518 -0.2774 1.2552 -0.1 0.1 0.0 -0.636
H -4.2891 -3.6881 -3.3598 0.0 0.0 0.1 0.237
C 5.5469 2.0402 1.6860 -0.2 0.0 0.1 -1.317
H 4.5375 3.3954 3.0261 -0.1 0.0 0.1 0.394
H 3.5260 2.0786 2.4188 -0.1 0.0 0.1 0.104
H -3.4498 -0.7787 -4.0137 -0.1 -0.1 0.0 0.527
C 3.4927 -2.5925 2.4673 0.4 0.2 0.0 -0.723
H -2.2505 -2.5780 2.1865 -0.1 0.0 0.0 0.421
C -0.1484 -2.6493 2.5603 0.3 0.0 0.0 -0.880
N -2.2555 -1.5400 -0.2542 0.0 0.0 0.0 0.626
H 2.2395 -1.6036 0.3855 0.1 0.0 0.0 0.398
O 2.1519 -2.7559 2.8874 -0.2 0.0 0.1 -0.462
H 2.2471 2.1798 -2.2003 0.1 0.0 -0.1 0.435
C 3.7847 3.7248 1.0485 0.1 0.1 0.5 -0.883
C -0.2239 2.3288 0.7243 -0.1 -0.1 -0.3 -0.900
H 3.0151 4.3993 1.4428 0.1 0.0 -0.1 0.418
H -5.8662 -1.2881 -4.5488 0.0 0.1 -0.1 0.255
C -4.1829 0.8920 -1.4731 0.2 -0.2 -0.1 -1.094
H 5.3259 1.4716 0.7863 0.0 -0.1 -0.1 0.284
C 1.5409 2.2197 -1.3863 0.2 0.1 0.3 -0.924
H -0.9109 2.3543 1.5585 -0.1 0.0 0.1 0.363
S -1.3788 -2.8947 -2.4067 0.3 -0.2 -0.3 -0.292
C -1.1125 -1.8249 0.5351 0.4 0.0 0.2 -0.281
C -3.3023 -0.7759 0.1644 -0.5 0.1 0.0 -0.291
C -1.2638 -2.3728 1.8025 0.0 0.0 -0.2 -0.508
C 1.2712 -1.8269 0.8025 0.3 -0.1 0.1 -0.387
C 4.3050 2.7927 2.1460 0.0 0.1 -0.4 0.020
C -3.9819 -1.4961 -3.3963 0.1 -0.1 -0.3 -0.227
C 0.2232 1.8708 -1.5867 -0.1 0.0 -0.1 -0.296
H -4.0492 -3.0080 -5.0169 0.0 0.1 -0.1 0.227
H 0.2660 -1.0900 -0.9288 0.0 0.0 0.0 0.615
```
Forces are in eV/Å.



[2]
The following is a DFT calculation (wB97M-V/def2-TZVPD) of a molecular structure, C25H29N4S4Ti in a non-equilibrium geometry.

HOMO level (spin up / spin down): -0.3472 / -0.3472 hartree
Kohn-Sham gap (spin up / spin down): 6.251 / 6.265 eV
charge: +1
total energy: -3631.1211 a.u.
2S+1: 1

XYZ file:
```
63
Properties=species:S:1:pos:R:3:forces:R:3:mulliken_charge:R:1
H 3.0828 -1.4214 1.5482 0.0 0.0 0.0 0.507
H 0.9209 1.3152 -3.5380 0.0 0.1 -0.1 0.373
C 2.4826 -0.9802 2.3319 -0.2 0.0 -0.1 0.367
H -0.6531 4.3967 -0.2454 -0.1 0.0 0.0 0.565
C -1.0873 3.4035 -0.3597 -0.1 -0.3 0.2 -1.007
H 0.2915 -5.9916 -1.2984 0.0 -0.1 -0.1 0.426
C 1.3494 -4.7646 0.1172 -0.2 -0.2 -0.2 -0.839
S -0.5562 2.3945 1.0756 -0.4 0.9 0.2 0.190
H 2.7607 0.4457 5.3854 0.1 0.0 0.1 0.430
H -2.1720 3.4727 -0.2570 0.0 0.2 0.0 0.467
H 2.8019 1.8794 -2.2467 0.1 0.0 0.0 0.411
C -0.4510 -2.7896 -0.5450 1.4 -1.6 0.7 -0.054
S 1.0393 -0.7560 -2.2830 0.0 0.0 -0.7 0.374
H 3.2435 -1.0972 -1.6133 0.1 0.0 -0.1 0.391
C -3.4783 0.6960 1.2295 -1.3 0.8 0.8 -0.152
H 0.3356 0.7046 5.0598 -0.1 0.1 0.0 0.450
C 0.3565 -5.0199 -0.8364 0.3 0.0 0.2 -0.658
N 0.4191 -1.2981 1.0280 0.1 0.2 0.1 0.697
C -4.6912 -0.8036 -0.7128 -0.6 0.5 0.2 -0.912
H -1.0554 3.4874 -2.5108 0.0 0.0 0.0 0.597
C 3.0724 -0.4963 3.4845 0.0 -0.1 0.0 -1.116
C 0.9355 0.2527 4.2841 0.2 0.2 0.2 -0.989
C 0.5645 -2.5097 0.4378 -0.5 -1.9 -1.0 1.212
H 0.9196 4.1934 1.6584 -0.1 -0.1 0.1 0.603
C 1.4481 -3.5530 0.7645 0.0 0.5 -0.1 -1.068
C 2.3034 0.1035 4.4700 -0.1 0.1 0.1 -0.518
C -1.0929 0.5190 -3.4645 -0.1 0.1 0.2 -0.951
H -2.9635 1.2744 1.9945 -0.2 0.0 -0.1 0.443
C 1.1011 -0.8599 2.1479 0.3 0.2 1.0 -0.388
Ti -0.7449 -0.1256 0.0755 1.2 0.6 -0.6 -1.033
C -0.5543 -4.0449 -1.1566 -0.1 0.6 0.1 -0.949
S -1.6729 1.2418 -1.8877 0.3 0.5 -0.7 0.146
C -5.4511 0.0608 0.0308 0.3 -0.6 -0.6 -0.236
H -1.4934 1.1271 -4.2765 0.0 -0.1 0.0 0.599
H 1.9279 3.5386 -0.4994 0.0 0.0 0.0 0.380
C -3.3108 -0.9124 -0.4498 0.5 -1.2 -0.2 0.382
H 2.0440 -5.5484 0.3747 0.1 -0.1 0.1 0.429
H 3.1125 3.1287 0.7593 -0.1 0.0 0.0 0.572
H -6.5105 0.1557 -0.1480 -0.1 0.0 0.0 0.447
H -0.7395 -0.1081 2.9687 0.2 -0.2 0.2 0.603
N -2.5655 -1.8509 -1.0559 -2.1 -0.2 -0.8 -1.415
H 1.3761 2.6325 2.3840 0.0 0.1 0.0 0.243
N -2.7082 -0.1229 0.5041 0.1 -0.3 -0.3 0.475
C 1.0761 3.1325 1.4611 -0.1 -0.4 -0.1 -0.756
C 3.0590 1.0536 -1.5799 -0.4 0.2 0.4 -0.995
H 4.1397 -0.5984 3.6188 0.1 0.0 0.0 0.431
C -4.8378 0.8128 1.0430 0.9 0.3 0.5 -1.136
C 0.4058 0.3584 -3.6035 0.4 -0.2 0.5 -0.890
H -1.5866 -0.4569 -3.4753 -0.1 0.1 0.0 0.411
H 0.6307 -0.0962 -4.5694 0.0 0.1 0.0 0.527
H 2.1846 -3.4207 1.5424 0.0 0.0 0.0 0.581
H 0.3302 2.6037 -1.7992 -0.1 0.0 0.0 -0.360
H -1.3571 -4.2059 -1.8581 -0.1 -0.1 -0.1 0.514
C 2.1140 2.9136 0.3764 0.1 -0.6 -0.2 -1.082
H -5.1046 -1.4210 -1.4913 -0.1 -0.1 -0.1 0.520
C 2.8125 -0.3016 -2.2218 -0.6 0.0 0.1 -0.987
N -1.3164 -1.7635 -0.6560 0.3 2.0 0.8 1.568
H 4.1024 1.1463 -1.2756 0.0 0.1 -0.1 0.522
H 3.2308 -0.3500 -3.2262 0.0 -0.1 0.0 0.533
C -0.7377 2.8099 -1.7152 -0.1 -0.3 -0.2 -0.160
S 1.9977 1.1453 -0.0929 0.7 0.7 -0.1 0.761
C 0.3381 -0.2051 3.1264 0.0 -0.2 -0.4 0.064
H -5.4181 1.4737 1.6670 0.1 0.1 0.1 0.441
```
Forces are in eV/Å.



[3]
The following is a DFT calculation (wB97M-V/def2-TZVPD) of C25H29N5O2 in the gas phase in a non-equilibrium geometry.

HOMO level: -0.3013 hartree
Kohn-Sham gap: 8.857 eV
charge: 0
total energy: -1394.3960 a.u.
2S+1: 1

XYZ file:
```
61
Properties=species:S:1:pos:R:3:forces:R:3:mulliken_charge:R:1
O -0.9150 3.6405 4.2101 0.0 0.2 0.2 -0.682
H 1.0457 5.2471 3.5529 0.0 0.0 0.0 0.329
H -4.4336 -1.8010 -5.4120 0.0 0.0 -0.1 0.380
H 2.3571 3.5230 -1.2029 0.0 0.1 0.1 0.247
H -4.1699 -0.3744 -1.3955 0.0 0.1 0.1 0.384
H -0.5807 -3.6123 0.8977 0.0 0.1 0.1 0.575
C 1.5591 2.6749 1.8035 0.0 -0.2 -0.2 0.781
C -2.5037 1.7646 2.9632 -0.3 0.0 0.1 -1.083
C -4.0063 -1.8658 -4.4221 -0.1 0.1 -0.1 -0.373
H -0.9444 -0.6316 -1.9212 0.2 0.0 0.0 0.585
H -2.6362 -3.0880 -0.0427 0.0 0.1 0.0 0.491
C 1.8392 -1.6755 1.7191 -0.1 -0.1 0.0 -0.394
H 2.9528 1.3714 -0.0970 -0.1 -0.2 -0.1 0.691
H -2.7354 -3.5184 -4.9077 0.0 -0.1 -0.1 0.386
H 2.5188 -0.1841 -0.8426 0.0 0.1 0.1 -0.070
H 2.5735 4.3822 3.2104 -0.1 0.0 0.1 0.414
N -0.8550 -2.1803 -0.5599 0.1 0.0 0.1 0.348
H 3.9435 -3.5228 -0.9156 0.0 0.0 -0.1 0.406
H -0.7216 -1.9652 1.5503 0.1 -0.1 -0.1 0.398
N 0.8663 3.2831 2.8557 0.2 0.2 0.1 -0.044
H 1.2499 -1.1568 2.4630 -0.1 0.1 0.0 0.388
H 0.6554 3.1123 -1.4221 -0.1 0.1 0.1 0.227
H 2.9830 1.4937 -2.5703 0.0 -0.1 -0.1 0.493
C -0.2935 -0.9513 -1.1016 0.1 -0.1 -0.3 -1.682
C 3.3536 -3.0020 -0.1754 0.1 -0.1 -0.1 -0.596
C -2.9089 -2.0348 -1.8698 -0.1 0.0 0.0 0.405
H 1.6155 4.0003 4.6723 0.0 0.1 0.0 0.326
C -3.0527 -2.8300 -4.1378 0.0 -0.1 0.0 -0.682
H 1.6417 3.5366 -2.8189 0.0 0.1 -0.1 0.459
H 0.6902 -1.1803 -1.5200 -0.1 0.1 -0.1 0.145
C -2.5097 -2.9149 -2.8693 0.0 0.0 0.0 -0.199
N -1.0992 0.4749 0.7661 -0.5 0.1 0.3 -0.414
C -0.5572 1.4372 1.5393 1.2 0.0 -0.7 0.387
C 2.1991 0.8512 -0.6923 0.6 -0.1 -0.6 -1.062
C 3.2186 -1.5565 1.7304 0.1 0.0 0.0 -0.511
C 2.0325 1.5615 -2.0389 0.0 0.1 0.3 -0.383
H 1.4825 -3.7281 -0.9282 -0.1 -0.1 -0.1 0.462
C -4.4084 -0.9853 -3.4331 -0.1 0.0 -0.1 -0.664
H -3.1739 1.9565 2.1254 0.0 0.0 0.0 0.311
C 1.2038 -2.4538 0.7612 0.0 0.0 0.1 0.730
H -2.7668 2.3949 3.8102 0.0 -0.1 -0.1 0.408
C -2.3114 -2.1442 -0.4941 -0.1 0.0 0.0 -0.909
H -5.1498 -0.2301 -3.6503 -0.1 0.1 0.0 0.383
H 3.6989 -0.9426 2.4778 0.0 0.1 0.1 0.412
C 1.5717 4.2955 3.6244 0.2 0.2 0.1 -1.244
C 1.9757 -3.1209 -0.1836 0.0 0.0 0.0 -0.439
N 0.9815 0.8657 0.0777 -0.5 0.1 0.3 1.256
C 0.7405 1.7120 1.1383 -0.7 -0.1 0.3 0.052
C 1.6479 3.0252 -1.8597 0.0 -0.2 -0.1 -1.164
H 1.2737 1.0494 -2.6351 0.1 -0.1 -0.1 0.177
C -0.1529 0.1508 -0.1042 0.4 0.2 0.0 -0.100
H -2.5743 0.7122 3.2387 0.0 0.0 0.0 0.293
C 3.9784 -2.2172 0.7808 0.1 0.0 0.0 -0.618
H -2.6612 -1.3182 0.1423 0.0 -0.2 0.0 0.304
H -1.7635 -3.6605 -2.6400 0.1 -0.1 0.0 0.395
N -1.1450 2.0806 2.5831 0.0 0.0 0.1 -0.064
C -0.4341 3.0379 3.2745 -0.2 -0.1 0.0 0.685
C -3.8592 -1.0672 -2.1646 0.1 -0.1 0.1 -0.271
C -0.2936 -2.5670 0.7319 -0.2 -0.1 0.1 -1.158
O 2.7129 2.9680 1.5419 0.1 0.0 -0.1 -0.694
H 5.0540 -2.1220 0.7859 0.1 0.0 0.0 0.386
```
Forces are in eV/Å.